Below is a structure of composition C40H47IrN8P2S3Si, with properties calculated with ωB97M-V/def2-TZVPD.

Output
HOMO-LUMO gap (spin up / spin down) ... 0.262 / 0.189 Ha
2S+1 ... 2
<S²> ... 0.7672
Net charge ... +1
HOMO level (spin up / spin down) ... -0.3919 / -0.3870 Ha

Geometry as XYZ:
```
102
Properties=species:S:1:pos:R:3:forces:R:3
Ir 0.8018 0.1262 -0.9651 0.64 0.51 -2.23
C -5.9819 1.4338 -2.9616 0.00 0.03 0.01
Si -4.1388 1.4069 -3.2649 0.03 0.04 0.00
C -3.7253 -0.0520 -4.3540 0.00 -0.05 0.00
C -3.5481 2.9983 -4.0387 0.03 0.00 -0.04
C -3.3051 1.2719 -1.5602 -0.03 0.07 -0.01
C -4.0421 1.4724 -0.4007 -0.04 -0.11 0.09
C -3.4376 1.4290 0.8506 -0.03 0.02 0.01
C -2.0931 1.1467 0.9266 0.05 0.09 -0.19
N -1.3371 0.9435 -0.1647 -0.25 -0.23 0.36
C -1.9394 1.0396 -1.3677 0.30 0.05 0.04
S -0.7552 0.8518 -2.6321 -0.36 0.16 0.24
H -6.5104 1.3555 -3.9136 0.01 0.00 -0.01
H -6.3173 2.3558 -2.4829 0.01 0.00 0.02
H -6.2969 0.5911 -2.3420 -0.02 -0.01 -0.02
H -4.2526 0.0693 -5.3036 0.00 -0.02 -0.01
H -4.0613 -0.9934 -3.9127 0.01 0.00 0.01
H -2.6607 -0.1316 -4.5762 -0.02 0.01 0.01
H -4.0302 3.1660 -5.0039 -0.01 0.00 0.00
H -2.4694 2.9727 -4.2094 0.00 0.01 0.00
H -3.7689 3.8549 -3.3992 -0.01 0.00 0.00
H -5.1085 1.6518 -0.4611 0.00 0.04 -0.02
H -4.0020 1.5992 1.7566 0.00 -0.01 0.00
H -1.6068 1.0957 1.8823 0.05 -0.06 0.09
C -1.0448 -2.2419 -2.7560 -0.01 0.01 0.02
P -0.0426 -2.0232 -1.2631 -0.35 0.09 0.49
C -1.3255 -2.1697 0.0863 0.04 -0.03 0.00
N -2.5009 -2.5821 -0.3040 0.05 0.04 0.03
C -3.5216 -2.5270 0.5930 -0.05 -0.02 -0.11
C -4.8183 -2.9194 0.1901 0.01 0.01 0.03
C -5.8552 -2.8163 1.0711 0.00 0.00 0.02
C -5.6441 -2.3289 2.3845 0.01 -0.01 -0.01
C -4.3991 -1.9526 2.7976 -0.02 -0.03 -0.02
C -3.3110 -2.0441 1.9004 0.01 0.05 0.11
N -2.0771 -1.6400 2.3037 -0.08 -0.12 -0.15
C -1.1073 -1.6955 1.4295 0.03 0.05 0.15
P 0.5844 -1.1658 1.8900 0.69 -0.81 0.57
C 0.5202 0.4782 2.6919 -0.21 -0.06 0.04
C 1.0733 -2.2465 3.3917 -0.50 0.40 0.07
C 0.7000 -3.7231 3.2430 0.03 -0.04 0.07
C 0.3766 -1.7192 4.6581 0.13 -0.18 0.08
C 2.5902 -2.1132 3.5353 -0.04 -0.03 0.04
C 1.0184 -3.5582 -1.2607 0.03 0.01 -0.04
C 1.6567 -3.7983 0.0988 -0.09 0.01 -0.05
C 0.1254 -4.7740 -1.5698 -0.01 -0.01 -0.04
C 2.1010 -3.4145 -2.3331 -0.02 -0.02 0.03
H -1.8957 -1.5680 -2.7391 0.05 -0.02 0.01
H -1.4097 -3.2616 -2.8023 -0.04 -0.03 -0.01
H -0.4356 -2.0152 -3.6313 0.00 -0.01 -0.01
H -4.9523 -3.2878 -0.8180 -0.01 -0.01 -0.01
H -6.8520 -3.1108 0.7718 0.00 0.00 -0.01
H -6.4830 -2.2611 3.0639 0.00 0.00 0.00
H -4.2103 -1.5848 3.7973 0.00 0.01 0.00
H -0.2866 0.5575 3.4185 0.00 0.11 0.02
H 0.4557 1.2699 1.9489 -0.04 0.02 -0.04
H 1.4681 0.6001 3.2177 0.01 -0.03 0.01
H -0.3271 -3.8726 2.9040 0.00 0.01 -0.01
H 0.7826 -4.1902 4.2262 -0.01 -0.02 0.01
H 1.3785 -4.2604 2.5869 -0.01 0.00 0.07
H -0.7055 -1.6586 4.5384 0.01 -0.01 -0.03
H 0.7563 -0.7491 4.9720 -0.01 0.05 -0.02
H 0.5857 -2.4192 5.4703 -0.01 0.05 0.06
H 3.1132 -2.5180 2.6683 0.01 -0.01 -0.01
H 2.9146 -2.6674 4.4194 0.02 0.00 0.00
H 2.9065 -1.0765 3.6676 0.00 0.00 0.00
H 0.8858 -3.8584 0.8630 0.04 0.01 -0.12
H 2.3787 -3.0320 0.3700 -0.02 0.02 0.04
H 2.1686 -4.7632 0.0790 0.05 0.01 -0.02
H -0.8169 -4.7597 -1.0178 0.02 0.01 0.03
H 0.6652 -5.6743 -1.2733 0.01 0.00 -0.02
H -0.0963 -4.8661 -2.6312 -0.02 0.03 -0.02
H 2.7958 -2.6074 -2.0966 0.02 0.00 0.02
H 1.6878 -3.2403 -3.3275 -0.01 0.01 -0.01
H 2.6682 -4.3472 -2.3689 0.02 0.01 -0.03
S 2.8184 -0.4604 0.1507 0.23 0.29 -0.23
C 3.9966 0.0636 -1.0315 -0.47 -0.30 0.97
C 5.3266 0.2220 -0.5381 0.10 -0.05 -0.01
N 6.3577 0.3810 -0.0549 0.01 0.04 -0.03
C 3.6504 0.3348 -2.3181 -0.79 -0.06 -0.73
S 2.0256 0.0906 -2.8643 0.77 0.11 0.52
C 4.5790 0.7770 -3.3090 0.17 -0.09 0.05
N 5.3200 1.1225 -4.1160 -0.01 0.05 -0.02
N 7.5039 7.3405 3.2462 0.01 0.02 0.02
C 6.6948 6.7542 2.6814 0.00 -0.01 -0.02
C 5.6809 6.0195 1.9737 -0.02 -0.01 0.00
C 4.4858 6.6470 1.6300 0.00 0.00 0.01
C 3.5035 5.9401 0.9600 0.02 -0.01 0.05
C 3.7327 4.6134 0.6298 0.01 -0.01 -0.03
C 4.9267 3.9822 0.9487 0.04 0.04 -0.02
C 5.9008 4.6877 1.6328 0.00 -0.01 -0.02
N 2.7239 3.8784 -0.0627 -0.04 0.05 0.03
C 1.9358 4.3177 -1.1049 0.04 -0.03 -0.02
C 1.1630 3.2637 -1.4652 -0.03 0.00 0.04
N 1.4558 2.1878 -0.6488 -0.01 -0.02 -0.29
C 2.3983 2.6000 0.1782 -0.05 -0.06 0.10
H 4.3260 7.6813 1.9002 0.00 0.00 0.00
H 2.5612 6.4119 0.7162 0.00 -0.01 -0.01
H 5.1181 2.9617 0.6398 -0.02 0.01 0.02
H 6.8395 4.2134 1.8823 0.00 0.00 0.01
H 2.0315 5.3061 -1.5169 -0.01 0.01 0.01
H 0.4371 3.1911 -2.2539 -0.02 -0.01 -0.01
H 2.8539 2.0143 0.9572 0.00 0.04 0.02
```
Positions in Å, forces in eV/Å.


Below is a structure of composition C40H49BFeN16OS2, with properties calculated with ωB97M-V/def2-TZVPD.

Output
HOMO-LUMO gap (spin up / spin down) ... 0.210 / 0.233 Ha
2S+1 ... 2
<S²> ... 1.1821
Net charge ... +1
HOMO level (spin up / spin down) ... -0.3606 / -0.3614 Ha

Geometry as XYZ:
```
110
Properties=species:S:1:pos:R:3:forces:R:3
Fe -0.0188 -0.8185 0.2181 -1.29 -4.38 0.16
C 1.3603 -3.8719 -1.7743 -0.01 0.05 0.10
C 0.3875 -3.9479 -0.6367 0.12 0.01 -0.01
C -0.0045 -5.1487 -0.0441 0.00 -0.01 -0.04
C -0.8779 -4.8000 0.9583 0.02 -0.05 -0.03
N -1.0045 -3.4694 0.9584 0.02 0.06 0.05
N -0.2279 -2.9240 -0.0145 -0.02 0.22 0.26
B -1.9091 -2.6523 1.9176 -0.06 -0.01 -0.26
N -2.7567 -1.6896 1.0564 0.17 0.05 0.02
C -4.0841 -1.5698 1.0338 -0.09 0.05 0.06
C -4.4215 -0.7339 -0.0006 -0.04 0.03 -0.01
C -3.2165 -0.3711 -0.6032 0.03 0.14 0.06
C -3.1954 0.4717 -1.8397 0.03 -0.06 0.04
N -2.1830 -0.9278 0.0688 -0.09 0.04 0.19
N -1.0105 -1.8191 2.8458 0.01 -0.14 -0.02
C -1.1785 -1.4187 4.1109 -0.04 0.04 0.00
C 0.0172 -0.9025 4.5548 0.04 0.04 0.04
C 0.8939 -1.0106 3.4723 0.05 -0.03 -0.02
C 2.3457 -0.6604 3.5161 -0.07 0.07 -0.10
N 0.2510 -1.5498 2.4183 -0.53 0.22 0.05
N -2.7805 -3.6274 2.6799 -0.12 0.16 0.06
C -2.6696 -4.1232 3.9410 0.05 -0.01 -0.03
C -3.5964 -5.1182 4.0858 -0.03 -0.08 -0.05
C -4.2457 -5.1909 2.8320 -0.05 -0.04 0.01
C -5.3432 -6.1165 2.4116 0.07 0.03 0.00
N -3.7473 -4.3018 1.9930 0.05 0.08 0.08
H 1.5797 -4.8881 -2.0959 0.02 0.01 0.00
H 0.9745 -3.3271 -2.6317 0.00 -0.03 -0.03
H 2.2954 -3.4019 -1.4736 0.00 0.03 -0.01
H 0.3112 -6.1371 -0.3298 -0.01 0.01 0.00
H -1.4228 -5.4141 1.6548 -0.04 0.04 -0.01
H -4.7021 -2.1076 1.7300 0.05 -0.06 -0.02
H -5.4078 -0.4395 -0.3159 0.01 -0.03 -0.02
H -4.0732 0.2102 -2.4321 0.00 0.00 0.01
H -3.2570 1.5324 -1.5987 0.03 0.00 -0.01
H -2.3123 0.3331 -2.4479 0.00 0.02 -0.01
H -2.1236 -1.5338 4.6153 0.01 -0.01 -0.02
H 0.2398 -0.4942 5.5263 0.01 -0.08 0.01
H 2.6678 -0.6425 4.5559 0.00 0.06 0.00
H 2.9404 -1.3922 2.9779 0.02 0.00 0.02
H 2.5494 0.3215 3.0808 0.00 -0.01 0.01
H -1.9422 -3.7498 4.6400 0.03 -0.04 -0.02
H -3.7896 -5.7145 4.9615 0.02 0.02 0.00
H -5.8120 -6.5749 3.2804 -0.02 0.00 -0.01
H -6.1008 -5.5800 1.8424 -0.01 -0.01 0.01
H -4.9543 -6.9129 1.7758 0.00 -0.01 0.01
S 2.2186 -1.3467 0.3126 -0.56 1.04 -0.32
C 2.3102 0.4074 0.2951 0.11 0.50 0.10
N 3.2773 1.0850 -0.2452 0.08 0.18 0.04
N 4.2095 0.4015 -0.8596 0.33 0.10 -0.16
C 5.2623 1.0169 -1.5747 -0.36 -0.17 0.18
C 5.4303 2.3928 -1.5815 0.04 0.10 0.02
C 6.4704 2.9418 -2.3167 -0.03 -0.03 0.00
C 7.3369 2.1298 -3.0358 0.02 0.02 0.01
C 7.1575 0.7537 -3.0191 -0.04 -0.02 0.01
C 6.1207 0.1930 -2.2902 0.09 -0.04 -0.07
N 1.3998 1.2319 0.9664 0.59 0.69 0.93
N 0.2633 0.7994 1.2738 1.69 0.14 -0.97
C -0.4490 1.5525 2.2604 -0.23 -0.04 -0.56
C 0.2272 2.4163 3.1099 0.10 0.05 0.09
C -0.4851 3.1047 4.0779 -0.02 -0.01 -0.03
C -1.8622 2.9424 4.1878 0.04 -0.03 -0.01
C -2.5270 2.0761 3.3297 0.01 0.04 -0.02
C -1.8207 1.3742 2.3631 -0.11 -0.08 0.02
H 4.1442 -0.6123 -0.8676 -0.03 -0.04 -0.07
H 4.7577 3.0127 -1.0098 0.01 0.02 0.00
H 6.6024 4.0161 -2.3275 0.02 -0.01 0.02
H 8.1531 2.5648 -3.5959 -0.02 0.00 -0.02
H 7.8229 0.1116 -3.5807 0.01 0.00 0.02
H 5.9772 -0.8817 -2.2761 0.01 0.01 -0.01
H 1.2979 2.5299 3.0140 -0.01 0.01 0.02
H 0.0384 3.7686 4.7534 0.00 0.00 -0.01
H -2.4117 3.4848 4.9460 0.00 -0.01 0.00
H -3.5978 1.9412 3.4114 0.00 -0.01 0.01
H -2.3266 0.6875 1.6969 0.01 0.06 0.02
C 2.5056 4.6491 -1.4014 0.00 -0.01 -0.01
C 1.2893 4.3740 -2.2721 -0.02 0.09 0.04
N 0.0612 4.4807 -1.4944 0.09 -0.02 0.04
C -0.6393 3.4577 -0.9916 -0.23 -0.12 -0.17
S -0.3950 1.8399 -1.4613 0.22 0.66 -0.13
N -1.6442 3.7656 -0.1538 0.00 0.04 0.15
C -2.0316 5.1016 0.2816 0.14 -0.03 0.04
C -1.1198 5.6962 1.3498 -0.02 0.02 0.00
H 3.3877 4.8052 -2.0233 0.02 -0.06 0.02
H 2.6836 3.8118 -0.7253 -0.02 0.02 0.03
H 2.3579 5.5521 -0.8043 0.03 0.01 -0.03
H 1.3240 3.3734 -2.6944 -0.01 0.01 -0.04
H 1.2298 5.0941 -3.0890 -0.03 -0.02 -0.03
H -0.1204 5.3961 -1.1148 -0.04 0.00 -0.01
H -2.1063 2.9772 0.2670 -0.01 -0.04 -0.05
H -3.0428 5.0174 0.6760 -0.03 0.02 -0.06
H -2.0897 5.7542 -0.5934 -0.06 0.00 0.00
H -1.1434 5.0834 2.2497 0.01 -0.01 0.01
H -1.4567 6.7012 1.6063 0.01 -0.01 0.01
H -0.0811 5.7605 1.0206 -0.01 -0.01 0.01
N 0.6738 -0.5074 -6.9850 -0.04 -0.02 0.00
C -0.2530 -1.1282 -6.2194 0.03 0.03 0.01
O -1.2017 -1.7219 -6.6836 -0.02 0.00 0.01
C -0.0644 -1.0606 -4.7170 0.02 -0.01 -0.06
C -1.0023 -1.7231 -3.9376 0.03 -0.05 0.02
C -0.8772 -1.7029 -2.5653 -0.02 -0.02 0.01
N 0.1213 -1.0619 -1.9394 -0.27 0.79 0.27
C 1.0237 -0.4275 -2.6904 0.19 -0.07 0.11
C 0.9710 -0.4039 -4.0722 0.05 -0.12 -0.02
H 0.5562 -0.5552 -7.9829 0.01 0.00 -0.01
H 1.4696 -0.0249 -6.6159 0.01 0.00 0.01
H -1.8169 -2.2484 -4.4160 0.01 0.00 0.01
H -1.5796 -2.2256 -1.9341 -0.03 0.06 0.00
H 1.8226 0.0756 -2.1652 -0.04 0.03 -0.01
H 1.7459 0.1331 -4.6012 0.00 0.01 0.03
```
Positions in Å, forces in eV/Å.


The lowest <S²> belongs to which entry?
C40H47IrN8P2S3Si


What is the formula in the first record?
C40H47IrN8P2S3Si